No. 1
Density functional theory data (ωB97M-V/def2-TZVPD) for C18H18InN4O2S3 as an isolated structure.

Geometry (Å):
In  0.534  0.080  0.643
O  -2.492  -0.358  -3.193
C  -1.516  0.317  -3.296
O  -0.656  0.449  -2.208
C  -0.994  1.096  -4.418
C  -1.554  1.218  -5.686
C  -0.911  2.001  -6.623
C  0.275  2.663  -6.301
C  0.842  2.553  -5.044
C  0.190  1.758  -4.112
S  0.665  1.431  -2.466
H  -2.477  0.702  -5.913
H  -1.332  2.102  -7.614
H  0.763  3.278  -7.047
H  1.760  3.069  -4.797
C  -0.391  -1.829  4.104
C  0.907  -1.102  4.168
N  1.451  -0.436  3.191
C  2.664  0.119  3.554
C  3.031  -0.143  4.838
S  1.850  -1.096  5.618
C  3.455  0.909  2.613
C  4.629  1.528  2.926
S  5.253  2.341  1.564
C  3.898  1.813  0.636
N  3.055  1.084  1.309
C  3.756  2.199  -0.796
H  -0.809  -1.727  3.107
H  -1.094  -1.421  4.831
H  -0.247  -2.885  4.332
H  3.920  0.159  5.366
H  5.153  1.554  3.867
H  4.635  2.742  -1.137
H  2.882  2.838  -0.924
H  3.624  1.312  -1.416
C  -5.073  -1.943  1.774
N  -3.803  -2.590  1.463
C  -3.789  -4.045  1.348
C  -2.729  -1.889  1.220
N  -1.774  -1.266  1.004
H  -5.445  -2.306  2.733
H  -5.810  -2.164  1.001
H  -4.932  -0.867  1.827
H  -4.066  -4.497  2.302
H  -2.796  -4.382  1.066
H  -4.500  -4.367  0.586

Calculated values
Frontier orbital gap: 8.096 eV
Total charge: +1
LUMO energy: -2.8 eV
Molecular weight: 533.39 Da

Löwdin analysis output, partial charges in e:
1. In 0.958
2. O 0.151
3. C -0.474
4. O -0.461
5. C -0.161
6. C 0.012
7. C -0.056
8. C -0.053
9. C -0.068
10. C -0.438
11. S 0.943
12. H 0.131
13. H 0.112
14. H 0.115
15. H 0.114
16. C -0.069
17. C -0.622
18. N -0.004
19. C -0.332
20. C -0.335
21. S 1.105
22. C -0.338
23. C -0.336
24. S 1.110
25. C -0.632
26. N -0.012
27. C -0.090
28. H 0.025
29. H 0.091
30. H 0.090
31. H 0.080
32. H 0.079
33. H 0.077
34. H 0.070
35. H 0.075
36. C -0.021
37. N -0.194
38. C -0.022
39. C -0.269
40. N 0.073
41. H 0.094
42. H 0.097
43. H 0.097
44. H 0.094
45. H 0.096
46. H 0.096


No. 2
Density functional theory data (ωB97M-V/def2-TZVPD) for C37H82F9IN3O29P6S4 as an isolated structure in a non-equilibrium geometry.

Geometry (Å):
C  -1.281  -1.884  -6.089
C  -2.146  -2.691  -5.118
C  -3.399  -1.903  -4.742
O  -3.210  -1.265  -3.474
C  -4.299  -0.725  -2.775
C  -5.487  -0.595  -3.726
C  -6.718  0.306  -3.559
O  -7.005  0.678  -2.226
C  -7.967  -0.308  -4.248
N  -8.130  0.235  -5.608
C  -3.651  0.684  -2.382
I  -2.824  1.620  -4.222
S  -4.619  2.177  -1.712
C  -3.357  3.385  -1.303
O  -5.406  2.815  -2.738
O  -5.350  1.898  -0.493
N  -2.468  0.514  -1.627
C  -2.391  -0.322  -0.437
C  -2.871  0.588  0.721
O  -2.305  0.219  1.935
C  -2.289  1.280  2.874
S  -0.518  -0.371  -0.122
O  -0.261  1.032  0.107
O  -0.060  -1.200  0.943
C  0.567  -0.685  -1.651
F  1.187  -1.851  -1.392
F  -0.090  -0.857  -2.797
C  1.706  0.364  -1.759
F  1.208  1.562  -2.095
F  2.343  0.423  -0.589
C  2.832  0.032  -2.809
F  3.595  1.151  -2.800
F  3.617  -0.961  -2.397
C  2.418  -0.213  -4.280
F  2.048  -1.480  -4.454
F  3.495  -0.015  -5.046
F  1.467  0.623  -4.684
C  -3.191  -1.665  -0.537
S  -1.855  -2.845  -1.127
C  -3.390  -2.269  0.903
C  -4.317  -1.826  2.058
O  -3.545  -1.901  3.240
N  -4.410  -1.737  -1.537
C  -4.578  -3.081  -2.157
C  -4.878  -4.250  -1.178
C  -5.644  -5.373  -1.796
O  -4.161  -5.391  -1.441
P  -6.057  -1.466  -0.633
S  -7.605  -2.216  -1.473
H  -0.472  -2.473  -6.513
H  -1.893  -1.533  -6.924
H  -0.892  -0.986  -5.614
H  -1.580  -2.975  -4.232
H  -2.437  -3.596  -5.653
H  -3.586  -1.188  -5.549
H  -4.250  -2.588  -4.769
H  -5.046  -0.171  -4.632
H  -5.833  -1.555  -4.107
H  -6.628  1.231  -4.133
H  -7.559  1.466  -2.241
H  -8.826  0.028  -3.667
H  -7.979  -1.401  -4.205
H  -9.119  0.223  -5.828
H  -7.721  -0.411  -6.277
H  -3.439  3.586  -0.237
H  -2.340  3.062  -1.505
H  -3.572  4.289  -1.864
H  -1.660  1.055  -1.881
H  -3.964  0.503  0.773
H  -2.630  1.625  0.493
H  -2.161  0.856  3.865
H  -3.255  1.801  2.855
H  -1.515  2.014  2.631
H  -2.377  -4.031  -0.790
H  -2.403  -2.126  1.356
H  -3.432  -3.355  0.875
H  -5.117  -2.574  2.166
H  -4.830  -0.864  1.961
H  -4.107  -1.673  3.988
H  -3.713  -3.467  -2.685
H  -5.398  -3.147  -2.862
H  -5.120  -4.044  -0.142
H  -5.964  -6.187  -1.157
H  -5.577  -5.585  -2.856
H  -5.919  -2.207  0.530
H  -6.071  -0.098  -0.333
C  0.069  -1.098  4.979
O  0.133  -0.766  6.378
P  -0.359  -1.882  7.407
O  -1.810  -2.061  7.293
O  0.127  -1.125  8.727
C  -0.118  0.265  8.949
O  0.306  -3.265  7.777
C  1.727  -3.354  7.996
H  0.535  -0.289  4.423
H  0.606  -2.022  4.763
H  -0.974  -1.198  4.674
H  -1.143  0.530  8.691
H  0.582  0.875  8.383
H  0.040  0.452  10.007
H  2.000  -2.834  8.911
H  2.286  -2.942  7.156
H  1.969  -4.409  8.095
C  -2.877  4.957  10.342
O  -1.633  5.504  10.824
P  -0.338  5.378  9.894
O  0.100  3.983  9.821
O  0.569  6.309  10.847
C  0.578  6.166  12.264
O  0.120  6.133  8.579
C  -0.125  7.543  8.419
H  -3.650  5.241  11.050
H  -3.134  5.359  9.362
H  -2.810  3.871  10.291
H  0.630  5.115  12.550
H  -0.303  6.632  12.704
H  1.465  6.678  12.628
H  0.492  8.112  9.110
H  -1.176  7.785  8.577
H  0.146  7.800  7.399
C  5.535  2.497  -4.517
O  6.519  3.281  -5.215
P  7.311  4.408  -4.381
O  6.294  5.424  -4.060
O  8.364  4.751  -5.544
C  7.976  4.909  -6.906
O  8.404  4.691  -3.235
C  9.632  3.981  -3.148
H  5.193  1.726  -5.199
H  5.960  2.022  -3.634
H  4.698  3.132  -4.229
H  7.065  5.503  -6.986
H  7.843  3.949  -7.402
H  8.786  5.445  -7.397
H  10.251  4.220  -4.015
H  9.468  2.904  -3.104
H  10.147  4.287  -2.241
C  12.091  6.328  -6.185
O  12.411  4.924  -6.186
P  13.590  4.423  -7.136
O  13.193  4.518  -8.540
O  13.629  2.923  -6.557
C  12.439  2.172  -6.354
O  15.142  4.665  -7.005
C  15.793  4.575  -5.723
H  11.356  6.504  -5.404
H  12.971  6.936  -5.973
H  11.666  6.626  -7.142
H  11.762  2.273  -7.203
H  11.938  2.484  -5.437
H  12.734  1.130  -6.256
H  15.799  3.544  -5.376
H  15.307  5.212  -4.985
H  16.815  4.915  -5.861
C  -4.713  -11.345  3.247
O  -4.265  -10.065  2.746
P  -5.341  -8.910  2.578
O  -6.266  -9.200  1.483
O  -4.281  -7.749  2.228
C  -3.237  -7.960  1.286
O  -6.083  -8.090  3.702
C  -5.368  -7.634  4.868
H  -3.830  -11.956  3.402
H  -5.237  -11.234  4.197
H  -5.366  -11.820  2.517
H  -3.603  -8.478  0.399
H  -2.412  -8.513  1.735
H  -2.874  -6.975  0.994
H  -4.657  -6.858  4.594
H  -4.846  -8.454  5.360
H  -6.103  -7.226  5.554

Calculated values
Frontier orbital gap: 7.641 eV
Total charge: +1
LUMO energy: -3.5 eV
Molecular weight: 1645.05 Da

Results of the Löwdin charge analysis, in e, for atoms 1 through 99:
1. C -0.093
2. C -0.195
3. C -0.222
4. O -0.204
5. C -0.371
6. C -0.095
7. C -0.377
8. O -0.167
9. C -0.243
10. N 0.013
11. C -0.615
12. I 1.208
13. S 0.606
14. C -0.143
15. O -0.362
16. O -0.351
17. N -0.095
18. C -0.368
19. C -0.217
20. O -0.210
21. C -0.039
22. S 0.791
23. O -0.257
24. O -0.238
25. C -0.463
26. F 0.110
27. F 0.108
28. C -0.391
29. F 0.159
30. F 0.183
31. C -0.337
32. F 0.150
33. F 0.190
34. C -0.545
35. F 0.186
36. F 0.179
37. F 0.186
38. C -0.446
39. S 1.006
40. C -0.179
41. C -0.285
42. O -0.035
43. N -0.146
44. C -0.199
45. C -0.388
46. C 0.041
47. O -0.087
48. P 0.605
49. S 0.432
50. H 0.080
51. H 0.080
52. H 0.048
53. H 0.096
54. H 0.118
55. H 0.104
56. H 0.118
57. H 0.091
58. H 0.106
59. H 0.129
60. H 0.120
61. H 0.120
62. H 0.080
63. H 0.072
64. H 0.069
65. H 0.075
66. H 0.042
67. H 0.080
68. H 0.054
69. H 0.107
70. H 0.108
71. H 0.092
72. H 0.102
73. H 0.104
74. H -0.065
75. H 0.107
76. H 0.098
77. H 0.108
78. H 0.106
79. H 0.113
80. H 0.100
81. H 0.093
82. H 0.117
83. H 0.125
84. H 0.126
85. H -0.026
86. H 0.010
87. C -0.083
88. O -0.217
89. P 0.355
90. O -0.238
91. O -0.235
92. C -0.088
93. O -0.199
94. C -0.078
95. H 0.091
96. H 0.090
97. H 0.072
98. H 0.089
99. H 0.086


No. 3
Density functional theory data (ωB97M-V/def2-TZVPD) for one molecule with the formula C4H6N2O in a non-equilibrium geometry.

Geometry (Å):
H  1.888  0.438  2.763
N  1.293  0.522  1.944
C  0.407  -0.378  1.955
O  -0.534  -0.523  1.004
C  -0.504  0.375  -0.105
C  -0.334  -0.468  -1.369
C  -0.388  0.361  -2.576
N  -0.433  1.035  -3.514
H  0.264  -1.158  2.708
H  0.311  1.091  0.009
H  -1.457  0.910  -0.125
H  0.627  -0.991  -1.340
H  -1.123  -1.226  -1.420

Calculated values
Frontier orbital gap: 11.370 eV
LUMO energy: 0.7 eV
Energy relative to the best compared isomer or geometry (same formula, charge and spin): 1.359 eV
Molecular weight: 98.10 Da
SMILES: [H]/N=C/OCCC#N

Löwdin analysis output, partial charges in e:
1. H 0.054
2. N 0.107
3. C -0.307
4. O -0.071
5. C -0.191
6. C -0.147
7. C -0.222
8. N 0.143
9. H 0.134
10. H 0.110
11. H 0.135
12. H 0.129
13. H 0.127


No. 4
Density functional theory data (ωB97M-V/def2-TZVPD) for C25H32MnN5OP2 as an isolated structure.

Geometry (Å):
Mn  -0.608  -0.098  -0.011
O  -3.034  0.711  3.139
C  -2.252  0.265  2.306
N  -1.767  0.855  1.213
C  -2.255  2.172  0.901
C  -1.731  2.535  -0.454
C  -1.787  3.828  -0.963
C  -1.403  4.058  -2.266
C  -0.992  2.984  -3.048
C  -0.928  1.741  -2.460
N  -1.255  1.511  -1.180
C  -1.672  -1.125  2.461
C  -1.899  -1.890  3.590
C  -1.323  -3.147  3.664
C  -0.552  -3.602  2.602
C  -0.377  -2.775  1.507
N  -0.915  -1.554  1.440
H  -1.970  2.928  1.641
H  -3.352  2.203  0.876
H  -2.149  4.630  -0.333
H  -1.441  5.057  -2.681
H  -0.719  3.110  -4.087
H  -0.617  0.871  -3.021
H  -2.526  -1.477  4.369
H  -1.475  -3.770  4.536
H  -0.092  -4.580  2.616
H  0.210  -3.086  0.651
C  2.229  -0.600  2.917
P  1.182  0.526  1.927
C  0.514  1.622  3.219
C  2.419  1.552  1.067
C  3.203  2.525  1.680
C  4.100  3.282  0.940
C  4.224  3.064  -0.426
C  3.466  2.081  -1.047
C  2.565  1.315  -0.310
P  1.573  -0.025  -1.073
C  1.885  0.185  -2.862
C  2.563  -1.538  -0.800
H  2.939  -0.033  3.520
H  2.781  -1.286  2.277
H  1.596  -1.190  3.584
H  1.280  1.897  3.945
H  -0.299  1.128  3.752
H  0.109  2.525  2.763
H  3.109  2.708  2.744
H  4.697  4.043  1.425
H  4.916  3.657  -1.010
H  3.585  1.924  -2.110
H  2.936  0.018  -3.102
H  1.600  1.176  -3.210
H  1.292  -0.555  -3.401
H  3.610  -1.398  -1.074
H  2.140  -2.342  -1.406
H  2.506  -1.842  0.243
C  -2.020  -3.522  -3.960
N  -2.501  -3.245  -2.605
C  -3.811  -3.772  -2.209
C  -1.956  -2.274  -1.909
N  -1.465  -1.432  -1.290
H  -2.018  -4.600  -4.117
H  -1.004  -3.152  -4.065
H  -2.661  -3.049  -4.705
H  -3.807  -4.853  -2.335
H  -4.602  -3.336  -2.821
H  -3.992  -3.539  -1.163

Calculated values
Frontier orbital gap (alpha / beta): 8.108 / 7.998 eV
Total charge: +1
Multiplicity: 2
LUMO energy (alpha / beta): -2.0 / -2.1 eV
Energy relative to the best compared isomer or geometry (same formula, charge and spin): 1.091 eV
Molecular weight: 535.45 Da

Löwdin analysis output, partial charges in e:
1. Mn 0.312
2. O 0.049
3. C -0.532
4. N -0.092
5. C -0.145
6. C -0.224
7. C -0.001
8. C -0.039
9. C -0.044
10. C -0.140
11. N 0.022
12. C -0.189
13. C 0.020
14. C -0.037
15. C -0.045
16. C -0.125
17. N -0.016
18. H 0.128
19. H 0.144
20. H 0.125
21. H 0.118
22. H 0.113
23. H 0.089
24. H 0.127
25. H 0.116
26. H 0.111
27. H 0.106
28. C -0.226
29. P 0.924
30. C -0.225
31. C -0.371
32. C -0.075
33. C -0.061
34. C -0.062
35. C -0.079
36. C -0.358
37. P 0.860
38. C -0.266
39. C -0.244
40. H 0.052
41. H 0.030
42. H 0.045
43. H 0.049
44. H 0.046
45. H 0.050
46. H 0.105
47. H 0.112
48. H 0.111
49. H 0.093
50. H 0.052
51. H 0.035
52. H 0.043
53. H 0.056
54. H 0.046
55. H 0.010
56. C -0.022
57. N -0.190
58. C -0.017
59. C -0.199
60. N 0.153
61. H 0.095
62. H 0.090
63. H 0.097
64. H 0.094
65. H 0.097
66. H 0.097


No. 5
Density functional theory data (ωB97M-V/def2-TZVPD) for a 2-piece molecular cluster, C5H8S2 overall in a non-equilibrium geometry.

Geometry (Å):
C  -0.295  -0.963  0.466
C  0.060  -0.691  -0.935
C  0.926  0.648  -1.073
C  1.070  0.989  0.524
C  -0.361  0.704  0.830
H  -3.065  -0.037  1.362
H  0.665  -1.393  1.033
H  -0.887  -0.702  -1.535
H  0.529  -1.786  -1.308
H  1.892  0.363  -1.457
H  0.484  1.192  -1.850
H  1.703  0.292  1.066
H  -1.001  1.142  0.214
S  -1.901  -1.809  0.706
S  0.181  2.053  1.957

Calculated values
Frontier orbital gap: 7.211 eV
LUMO energy: -1.8 eV
Energy relative to the best compared isomer or geometry (same formula, charge and spin): 7.933 eV
Molecular weight: 132.25 Da

Löwdin analysis output, partial charges in e:
1. C -0.733
2. C -0.298
3. C -0.101
4. C -0.385
5. C -0.662
6. H 0.150
7. H 0.142
8. H 0.094
9. H 0.169
10. H 0.084
11. H 0.082
12. H 0.074
13. H 0.011
14. S 0.576
15. S 0.797


no.,E (eV)
1,-66687.6722
2,-235170.6971
3,-9272.1430
4,-85836.2462
5,-26977.2251